1.
The following is a quantum chemistry calculation of C2H2O2Pt as an isolated structure, from the OMol25 dataset.

⟨S²⟩ = 2.0140
Electronic energy = -9437.6573 eV
Multiplicity = 3
Relative energy (zero: lowest compared OMol25 entry of this formula, charge and spin) = 350.6 kJ/mol
Frontier orbital gap (spin up / spin down) = 6.50 / 7.39 eV

Cartesian coordinates (Å):
1 C -1.2741 1.4676 -0.4363
2 C -0.6620 2.1391 -1.3035
3 O 1.4982 0.9964 -1.0205
4 Pt 0.9334 -0.0472 0.1809
5 H -0.7088 2.9985 -1.9600
6 O -0.8157 0.4447 0.3730
7 H -1.5384 -0.0751 0.7476

Force components x, y, z for each atom (eV/Å):
C 1.510 0.375 -1.084
C -2.033 0.034 0.965
O 2.755 3.401 -4.263
Pt 5.484 -5.164 2.912
H 0.524 -0.490 0.137
O -7.854 1.628 1.381
H -0.387 0.217 -0.048

Löwdin population analysis, charges in e, atoms 1 to 4: number 1, C, carries -0.227; number 2, C, carries 0.102; number 3, O, carries -0.654; number 4, Pt, carries 0.953

---

2.
The following is a quantum chemistry calculation of a 2-piece molecular cluster, C2H2O2S overall, from the OMol25 dataset.

Electronic energy = -17030.8813 eV
Relative energy (zero: lowest compared OMol25 entry of this formula, charge and spin) = 496.3 kJ/mol
Frontier orbital gap (spin up / spin down) = 9.09 / 8.30 eV

Cartesian coordinates (Å):
1 C -0.2274 0.4703 1.1287
2 C 0.2570 -0.1410 -0.0630
3 O -0.1421 0.8080 2.2463
4 O -1.0639 0.4594 0.0888
5 S 1.2434 0.2875 -1.4020
6 H -0.3047 -2.1994 0.2875
7 H 0.2377 0.3153 -2.2862

Force components x, y, z for each atom (eV/Å):
C 0.973 -0.280 0.035
C -1.014 -1.820 -0.077
O -0.288 0.288 0.472
O -0.671 0.324 -0.143
S 0.490 0.063 0.037
H 0.624 1.542 -0.335
H -0.114 -0.117 0.012

Löwdin population analysis, charges in e, atoms 1 to 4: number 1, C, carries -0.558; number 2, C, carries -0.588; number 3, O, carries 0.180; number 4, O, carries 0.058

---

3.
The following is a quantum chemistry calculation of one molecule with the formula C2H2O2S2, from the OMol25 dataset.

Electronic energy = -27870.6904 eV
Relative energy (zero: lowest compared OMol25 entry of this formula, charge and spin) = 88.3 kJ/mol
Frontier orbital gap = 8.02 eV

Cartesian coordinates (Å):
1 O -0.6440 -1.5107 -0.9573
2 C -0.5391 -0.3107 -0.6090
3 S -1.6596 0.9423 -0.8660
4 C 0.5492 0.0877 0.4206
5 O 1.2460 -0.9791 0.8191
6 S 1.0457 1.6637 0.8781
7 H -0.6782 1.7443 -0.1528
8 H 0.6800 -1.6376 0.4673

Force components x, y, z for each atom (eV/Å):
O 0.873 2.899 0.972
C -1.135 -2.502 0.239
S 0.693 0.853 0.038
C 3.006 1.591 0.766
O -0.437 2.570 0.367
S -1.155 -2.654 -0.832
H -1.165 -0.034 -0.642
H -0.680 -2.723 -0.908

Löwdin population analysis, charges in e, atoms 1 to 4: number 1, O, carries -0.012; number 2, C, carries -0.809; number 3, S, carries 0.860; number 4, C, carries -0.732